1.
Computed, not measured: C24H41Cl2F3NO10P2STc as an isolated structure at a distorted geometry, with the ωB97M-V functional and the def2-TZVPD basis.

```
85
Properties=species:S:1:pos:R:3:lowdin_spin:R:1
Tc 0.51 0.64 0.89 1.82
C 2.93 0.72 7.56 0.00
C 3.09 0.17 6.17 0.02
C 2.28 -0.86 5.71 0.00
C 2.37 -1.30 4.39 0.01
C 3.29 -0.70 3.55 0.01
C 4.14 0.30 4.00 0.01
C 4.04 0.72 5.31 0.00
S 3.23 -1.04 1.81 0.03
O 2.32 -2.10 1.54 0.00
O 4.54 -1.04 1.23 0.00
N 2.47 0.41 1.35 0.44
C 3.29 1.45 0.88 0.11
C 2.74 1.82 -0.63 0.07
O 3.57 2.20 -1.41 0.12
O 1.49 1.62 -0.73 0.04
H 2.18 0.17 8.12 0.00
H 2.63 1.77 7.51 0.00
H 3.87 0.68 8.10 0.00
H 1.56 -1.31 6.37 0.00
H 1.74 -2.10 4.02 0.00
H 4.87 0.73 3.32 0.00
H 4.70 1.51 5.66 0.00
H 4.34 1.17 0.81 0.00
H 3.12 2.40 1.40 0.03
C -0.87 -4.44 -2.93 0.00
C -1.31 -3.00 -3.09 0.00
C -2.80 -2.85 -3.29 0.00
O -0.95 -2.27 -1.87 0.00
P 0.17 -1.19 -1.78 0.01
O 0.52 -0.97 -0.34 0.07
C -0.46 0.32 -2.57 0.00
P -1.70 1.10 -1.50 0.00
O -1.32 1.08 -0.05 0.02
O -3.01 0.30 -1.81 0.00
C -4.07 -0.09 -0.84 0.00
C -4.68 1.13 -0.18 0.00
C -3.55 -1.09 0.18 0.00
O -1.85 2.60 -1.91 0.00
C -2.43 3.23 -3.08 0.00
C -2.25 2.41 -4.35 0.00
C -3.90 3.54 -2.82 0.00
O 1.34 -1.72 -2.66 0.00
C 2.75 -1.33 -2.48 0.00
C 3.48 -2.47 -1.81 0.00
C 3.30 -1.00 -3.85 0.00
H -1.17 -5.01 -3.81 0.00
H -1.34 -4.88 -2.05 0.00
H 0.21 -4.50 -2.82 0.00
H -0.77 -2.55 -3.93 0.00
H -3.35 -3.35 -2.49 0.00
H -3.08 -3.31 -4.24 0.00
H -3.09 -1.80 -3.31 0.00
H -0.89 0.06 -3.54 0.00
H 0.36 1.03 -2.70 0.00
H -4.80 -0.57 -1.49 0.00
H -3.91 1.71 0.31 0.00
H -5.40 0.81 0.57 0.00
H -5.20 1.76 -0.91 0.00
H -2.93 -0.58 0.92 0.00
H -2.96 -1.87 -0.29 0.00
H -4.40 -1.54 0.69 0.00
H -1.87 4.17 -3.16 0.00
H -2.74 1.44 -4.23 0.00
H -1.19 2.27 -4.58 0.00
H -2.71 2.93 -5.18 0.00
H -4.49 2.63 -2.87 0.00
H -4.26 4.23 -3.59 0.00
H -4.02 4.01 -1.85 0.00
H 2.78 -0.45 -1.84 0.00
H 3.45 -3.36 -2.44 0.00
H 3.02 -2.70 -0.85 0.00
H 4.52 -2.19 -1.63 0.00
H 3.24 -1.88 -4.50 0.00
H 4.34 -0.69 -3.77 0.00
H 2.74 -0.19 -4.32 0.00
F -0.36 0.01 3.61 0.00
C -0.23 -0.37 2.39 -0.01
F 0.59 2.18 1.98 0.17
F -0.65 -1.59 2.32 0.00
Cl -2.28 2.87 2.28 0.00
C -2.14 2.66 4.04 0.00
Cl -3.14 1.30 4.59 0.00
H -2.50 3.56 4.52 0.00
H -1.10 2.45 4.26 0.00
```

As for the spin multiplicity: 4. The value obtained for the orbital gap (alpha / beta) is 8.97 / 6.33 eV. The calculation puts the HOMO energy (alpha / beta) at -11.6 / -11.9 eV. Its energy above the lowest of the compared OMol25 structures with the same formula, charge and spin is 8.6 kcal/mol. The charge is +1.



2.
Computed, not measured: C2H2AgLiO2 as an isolated structure at a distorted geometry, with the ωB97M-V functional and the def2-TZVPD basis.

```
8
Properties=species:S:1:pos:R:3:lowdin_spin:R:1
O 3.39 2.03 0.40 0.28
C 4.44 1.45 0.53 0.55
C 4.88 0.15 0.48 0.51
O 2.64 -0.63 -0.12 0.43
Li 2.88 -1.90 -1.25 0.04
Ag 1.44 0.86 -0.02 0.14
H 5.04 -0.35 1.45 0.02
H 5.73 0.00 -0.20 0.03
```

As for the spin multiplicity: 3. The value obtained for the orbital gap (alpha / beta) is 4.52 / 6.82 eV. The calculation puts the HOMO energy (alpha / beta) at -5.0 / -7.7 eV.



3.
Computed, not measured: a 2-piece molecular cluster, C2H5NP2 overall at a distorted geometry, with the ωB97M-V functional and the def2-TZVPD basis.

```
10
Properties=species:S:1:pos:R:3:mulliken_charge:R:1
C -0.50 1.93 1.12 -0.39
C 0.24 -1.73 -0.96 -0.65
N -0.86 -0.95 -1.36 -0.14
P 1.05 1.35 1.12 -0.11
P -1.78 0.21 -0.86 0.19
H -1.14 2.82 1.44 0.27
H 1.16 -1.77 -1.54 0.23
H -0.25 -2.64 -0.86 0.33
H 0.39 -1.50 0.09 0.27
H 1.69 2.27 1.81 -0.01
```

The value obtained for the orbital gap (alpha / beta) is 6.54 / 7.57 eV. The calculation puts the HOMO energy (alpha / beta) at -7.2 / -8.1 eV. Its energy above the lowest of the compared OMol25 structures with the same formula, charge and spin is 103.5 kcal/mol.



4.
Computed, not measured: C24H40BrN4O3V as an isolated structure at a distorted geometry, with the ωB97M-V functional and the def2-TZVPD basis.

```
73
Properties=species:S:1:pos:R:3:lowdin_spin:R:1
V 0.11 -0.63 -0.24 2.74
C -1.44 3.77 0.56 0.00
C -2.00 2.48 1.17 0.00
C -3.24 2.75 2.02 0.00
O -1.01 1.79 1.92 0.00
C -2.29 1.55 0.00 0.02
O -3.46 1.70 -0.57 0.01
O -1.44 0.74 -0.36 0.03
H -1.22 4.47 1.36 0.00
H -2.16 4.24 -0.11 0.00
H -0.53 3.56 0.01 0.00
H -2.95 3.40 2.84 0.00
H -3.62 1.82 2.44 0.00
H -4.03 3.23 1.46 0.00
H -0.62 2.41 2.56 0.00
C -2.35 -4.03 3.71 0.00
C -1.36 -2.97 3.34 0.00
C -0.39 -2.49 4.22 0.01
C 0.49 -1.50 3.84 0.00
C 0.37 -1.02 2.55 0.02
Br 1.55 0.29 1.86 0.01
N -0.52 -1.45 1.68 0.02
C -1.37 -2.41 2.07 0.02
H -2.02 -4.58 4.59 0.00
H -2.49 -4.74 2.90 0.00
H -3.32 -3.59 3.94 0.00
H -0.33 -2.91 5.22 0.00
H 1.25 -1.12 4.50 0.00
H -2.08 -2.74 1.32 0.00
C 2.40 -4.20 0.90 0.00
C 2.87 -3.26 -0.18 0.00
C 4.11 -3.39 -0.77 0.00
C 4.51 -2.45 -1.71 0.00
C 5.87 -2.56 -2.36 0.00
C 3.69 -1.40 -2.08 0.00
C 2.41 -1.21 -1.53 0.01
C 2.06 -2.21 -0.57 0.01
N 1.46 -0.23 -1.75 0.02
C 1.57 0.98 -2.56 0.01
C 2.69 1.05 -3.61 0.00
C 1.73 2.16 -1.61 0.00
C 0.24 1.10 -3.30 0.00
H 2.84 -5.19 0.78 0.00
H 1.31 -4.32 0.89 0.00
H 2.68 -3.84 1.89 0.00
H 4.77 -4.20 -0.49 0.00
H 6.39 -3.47 -2.04 0.00
H 6.50 -1.71 -2.10 0.00
H 5.79 -2.59 -3.44 0.00
H 4.07 -0.72 -2.82 0.00
H 1.07 -2.25 -0.08 0.01
H 3.67 1.13 -3.16 0.00
H 2.53 1.94 -4.21 0.00
H 2.67 0.19 -4.28 0.00
H 2.65 2.06 -1.03 0.00
H 0.90 2.21 -0.90 0.00
H 1.77 3.11 -2.14 0.00
H 0.15 0.29 -4.03 0.00
H 0.16 2.04 -3.84 0.00
H -0.61 1.03 -2.61 0.00
N -4.05 -0.44 -2.96 0.00
C -3.03 -1.48 -3.16 0.00
C -2.45 -1.99 -1.82 0.00
N -0.98 -1.85 -1.74 0.01
H -4.32 -0.05 -3.86 0.00
H -3.66 1.02 -1.30 0.00
H -4.89 -0.85 -2.57 0.00
H -2.23 -1.02 -3.75 0.00
H -3.42 -2.31 -3.75 0.00
H -2.70 -3.04 -1.67 0.00
H -2.91 -1.43 -1.00 0.00
H -0.63 -1.29 -2.52 0.00
H -0.52 -2.75 -1.85 0.00
```

As for the spin multiplicity: 4. The value obtained for the orbital gap (alpha / beta) is 6.25 / 6.38 eV. The calculation puts the HOMO energy (alpha / beta) at -8.7 / -9.0 eV. Its energy above the lowest of the compared OMol25 structures with the same formula, charge and spin is 9.8 kcal/mol. The charge is +1.



5.
Computed, not measured: an isolated ion of composition C10H14N3O and charge +1 at a distorted geometry, with the ωB97M-V functional and the def2-TZVPD basis.

```
28
Properties=species:S:1:pos:R:3:mulliken_charge:R:1
C 0.41 1.58 2.04 -1.58
C 1.03 1.07 0.70 -0.02
C 2.26 1.39 0.28 -0.49
O 3.08 0.76 -0.58 -0.30
N 2.46 -0.36 -1.15 -0.11
C 1.20 -0.68 -0.94 0.01
N 0.71 -1.44 -2.02 0.00
N -0.61 -1.84 -2.00 -0.65
C 0.22 -0.05 0.03 1.49
C -0.85 0.55 -0.87 -0.76
C -2.10 0.79 -0.37 -0.26
C -2.51 0.19 0.86 -0.48
C -1.71 -0.77 1.42 -0.87
C -0.38 -1.17 0.95 -0.51
H 1.09 1.07 2.70 0.44
H -0.75 1.40 2.13 0.21
H 0.57 2.60 2.04 0.60
H 2.69 2.32 0.61 0.45
H 3.08 -0.84 -1.88 0.29
H 1.30 -1.86 -2.74 0.22
H -1.06 -1.83 -2.97 0.37
H -1.11 -1.15 -1.50 0.24
H -0.38 1.03 -1.76 0.40
H -2.99 1.22 -0.92 0.37
H -3.44 0.35 1.33 0.50
H -2.07 -1.23 2.24 0.53
H 0.24 -0.94 1.89 0.39
H -0.40 -2.16 0.48 0.52
```

The value obtained for the orbital gap is 8.42 eV. The calculation puts the HOMO energy at -12.1 eV. Its energy above the lowest of the compared OMol25 structures with the same formula, charge and spin is 149.8 kcal/mol. The charge is +1. The structure (SMILES) is CC1=CON/C(=[NH+]/N)[C@]12C=CC=CC2.



| no. | E_tot (hartree) |
| --- | --- |
| 1 | -4127.949401 |
| 2 | -382.159858 |
| 3 | -816.463302 |
| 4 | -4901.141072 |
| 5 | -628.491888 |